[1]
Formula: C7H14N
Source: OMol25
Level of theory: ωB97M-V/def2-TZVPD

Geometry as XYZ:
```
22
Properties=species:S:1:pos:R:3:forces:R:3
C 0.1052 0.9799 0.3644 -0.80 -2.06 1.85
H -2.4906 -0.2575 0.3645 1.50 -1.00 -0.67
C 2.5818 -1.1176 0.3147 -0.47 -0.35 1.08
H 3.1374 -2.0186 -0.1151 -0.60 1.66 0.58
C 2.2788 -0.0060 -0.4284 1.08 -1.85 1.08
H -0.9134 2.4907 -0.7738 -0.36 -0.68 1.83
C -1.0573 1.9362 0.2506 2.38 2.84 -2.75
C -0.4399 -0.3663 1.0818 2.80 0.48 -3.00
H -0.5493 -1.9484 -1.3453 -2.20 3.62 -0.12
H 1.7970 2.2431 -0.3304 -1.34 -3.18 0.37
N -1.2148 -0.9779 -1.2238 4.30 -1.92 -0.43
H -1.9889 -0.9893 -1.8341 -1.48 -0.72 -0.76
C 1.3858 1.1044 -0.0505 0.02 3.16 -0.93
H -1.8622 -1.9156 0.5620 0.34 0.83 -0.63
H -0.6824 -0.1183 -1.5673 -0.03 -1.21 0.91
H 2.7568 0.0760 -1.4373 -0.58 -0.02 0.90
H -1.1076 2.7254 0.9802 0.33 0.31 0.54
C -1.5460 -0.8968 0.2042 -2.85 -0.62 2.29
H 2.2618 -1.2704 1.4730 0.86 0.59 -3.06
H -2.0408 1.5733 0.2011 -1.01 -1.07 0.08
H 0.4048 -1.0771 1.2751 -1.06 0.47 -0.63
H -0.8162 -0.1693 2.0343 -0.83 0.74 1.48
```
Positions in Å, forces in eV/Å.

Properties
Multiplicity   1
SMILES   C=C/C=C(/C)CC[NH3+]
Total charge   +1

natural (NBO) atomic charge list, values in e, 6 entries: -0.01, 0.24, -0.38, 0.23, -0.27, 0.23


[2]
Formula: C3H8OS
Source: OMol25
Level of theory: ωB97M-V/def2-TZVPD

Geometry as XYZ:
```
13
Properties=species:S:1:pos:R:3:forces:R:3
H 0.9891 -1.4342 -2.1954 -0.08 0.06 0.01
S 2.1241 0.3115 -1.0338 -0.45 -0.16 -0.20
H -0.1234 -0.2143 -1.4908 -0.37 -0.07 0.04
H -0.4409 0.6807 0.9417 0.08 0.18 0.13
C -1.4423 0.2019 1.0656 0.16 0.12 0.11
C 0.7665 -0.8200 -1.3154 0.76 0.38 -0.06
H 0.6999 -1.4120 -0.4215 -0.22 -0.36 0.23
H -2.3328 1.2318 2.7683 0.34 0.17 -0.12
C -2.0388 0.2405 2.4272 -0.58 -0.65 0.26
H -1.3334 -0.2045 3.1332 0.12 0.27 0.04
O -1.9211 -0.3521 0.1158 0.06 -0.09 -0.35
H 1.9316 1.0484 -2.1491 0.14 0.07 0.02
H -2.9339 -0.3839 2.4396 0.03 0.06 -0.11
```
Positions in Å, forces in eV/Å.

Properties
Multiplicity   2
Total charge   +1

natural (NBO) atomic charge list, values in e, 6 entries: 0.30, 0.65, 0.31, 0.08, 0.46, -0.79


[3]
Formula: C5H8O2S
Source: OMol25
Level of theory: ωB97M-V/def2-TZVPD

Geometry as XYZ:
```
16
Properties=species:S:1:pos:R:3:forces:R:3
S 3.9708 0.2163 -0.4106 -4.99 2.71 -0.07
O -0.0878 1.5165 0.9772 2.28 0.19 1.20
C 1.1716 1.1969 0.1647 -0.49 -2.04 0.77
H -1.0030 1.4700 -1.3582 -0.08 0.23 -0.70
C -0.0850 0.4206 0.1498 0.99 -1.97 -0.02
H -1.0439 -1.2264 0.7716 -1.65 -1.73 0.20
O 4.8721 -0.6149 0.3145 1.50 -1.53 1.44
H 0.4039 -0.8761 1.6986 0.00 -0.19 1.26
H -1.9307 0.3605 -0.5390 -4.41 -0.84 1.54
H 1.0794 1.8004 -0.6360 0.83 2.40 -2.47
H -0.7953 -0.3039 -1.6760 -0.30 0.04 -0.29
H 2.5781 -0.0324 1.4524 -0.19 0.64 -0.89
H 0.7291 -1.5778 0.1706 -1.54 0.17 0.21
C -1.0428 0.4695 -0.9564 3.74 1.22 -2.11
C 2.4964 0.5237 0.4776 1.53 -0.70 0.59
C -0.0402 -0.9764 0.7406 2.78 1.38 -0.68
```
Positions in Å, forces in eV/Å.

Properties
Multiplicity   1

natural (NBO) atomic charge list, values in e, 6 entries: 1.16, -0.46, -0.02, 0.21, 0.25, 0.22


Result set for DFT total energy: -329.507685, -592.166250, -743.832990 hartree, one per record in the order listed.
Result set for energy relative to the best compared isomer or geometry (same formula, charge and spin): 2.717, 0.437, 4.202 eV, one per record in the order listed.